# 1
{"formula": "C17H20BF2N3O7", "method": "ωB97M-V/def2-TZVPD", "gap_ev": 7.06, "lumo_ev": -1.14, "total_energy_ha": -1575.4932, "spin_multiplicity": 1, "homo_ev": -8.20, "species": ["N", "C", "C", "N", "C", "N", "C", "O", "C", "C", "C", "C", "C", "C", "C", "C", "C", "C", "C", "O", "O", "H", "H", "H", "H", "H", "H", "H", "H", "H", "H", "H", "H", "H", "H", "H", "H", "H", "H", "H", "H", "B", "O", "C", "O", "C", "O", "O", "F", "F"], "coordinates": [[-0.82022, -0.81272, 1.75303], [-1.37508, -1.70695, 0.72473], [-0.37228, -1.84100, -0.41597], [0.74060, -2.65930, -0.32107], [1.39970, -2.51120, -1.47135], [0.77625, -1.65881, -2.23859], [1.26631, -1.23702, -3.58150], [2.64234, -1.38447, -3.69965], [3.34260, -0.41376, -2.97727], [4.07038, -0.74891, -1.85285], [4.77516, 0.17097, -1.10652], [4.79831, 1.49725, -1.50794], [4.10244, 1.82955, -2.65505], [3.36997, 0.91589, -3.37838], [-0.40342, -1.21108, -1.61239], [-1.42811, -0.25616, -2.17008], [-1.52393, 1.10266, -1.40937], [-2.85146, 1.27218, -0.61501], [-3.48906, 2.65893, -0.75027], [-4.66902, 2.77390, -0.52664], [-2.74351, 3.76967, -1.11243], [-0.50283, 0.02787, 1.27315], [0.03056, -1.22215, 2.13394], [-2.27567, -1.25950, 0.28814], [-1.57069, -2.70307, 1.13998], [1.04401, -3.24688, 0.44152], [2.31590, -3.00192, -1.77162], [0.71025, -1.84883, -4.30266], [0.93975, -0.19691, -3.72459], [4.06195, -1.79991, -1.55796], [5.29683, -0.17817, -0.21704], [5.35875, 2.21543, -0.91538], [4.13260, 2.86322, -2.99717], [2.80440, 1.17434, -4.27396], [-1.17351, -0.08596, -3.22434], [-2.40581, -0.75935, -2.16653], [-1.51172, 1.89334, -2.17271], [-0.63443, 1.27014, -0.78844], [-3.58793, 0.56391, -1.01953], [-2.75420, 1.02391, 0.45234], [-2.42788, 4.20569, -0.30770], [-2.96484, 1.04361, 6.20897], [-3.20230, -0.42568, 6.31901], [-2.06131, -1.04804, 6.10028], [-1.90483, -2.24229, 6.11237], [-0.98545, -0.01426, 5.82827], [0.17414, -0.24496, 5.58465], [-1.51366, 1.18894, 5.89116], [-3.26074, 1.67476, 7.41504], [-3.73929, 1.58306, 5.17540]], "atomic_forces_ev_per_a": [[0.00, -0.19, -0.47], [1.21, 0.27, -0.47], [-1.81, -0.45, 1.60], [-0.09, 0.76, -1.34], [1.08, -0.79, 0.17], [-0.47, 0.89, -0.79], [-0.73, 0.16, -0.16], [-0.46, -0.11, 0.28], [0.66, 1.03, 0.33], [-0.42, -1.65, 0.05], [0.19, 0.05, 0.21], [0.15, -0.52, 0.36], [0.10, 1.34, -0.17], [-0.66, -0.79, -0.68], [0.78, -0.48, 0.18], [0.48, -0.13, 0.05], [-0.33, 0.19, -0.36], [0.73, 0.03, -0.69], [-1.87, 0.10, 0.92], [1.14, -0.06, -0.39], [0.44, -0.88, 0.17], [-0.15, 0.11, 0.31], [-0.26, 0.05, 0.37], [0.01, -0.33, 0.37], [-0.27, 0.36, 0.02], [-0.22, 0.08, 0.06], [-0.22, 0.03, 0.21], [0.66, -0.02, -0.07], [0.20, -0.22, 0.21], [0.21, 0.29, 0.04], [-0.05, 0.21, -0.20], [-0.18, 0.05, -0.31], [-0.07, -0.21, 0.03], [0.27, 0.28, 0.16], [-0.19, 0.03, 0.23], [0.28, 0.10, -0.04], [0.09, -0.17, 0.27], [-0.22, -0.08, -0.10], [0.02, 0.33, 0.18], [0.00, 0.29, -0.20], [-0.10, 0.09, -0.10], [-0.88, 0.88, 0.21], [0.58, 0.02, -0.16], [-1.00, -0.78, 0.28], [0.21, 0.05, -0.13], [0.98, 0.94, -0.25], [-0.07, -0.26, -0.09], [-0.08, -0.56, 0.00], [0.12, -0.17, -0.22], [0.22, -0.17, 0.10]]}


# 2
{"formula": "C17H19FN2O9Si", "method": "ωB97M-V/def2-TZVPD", "gap_ev": 7.92, "lumo_ev": -1.74, "total_energy_ha": -1835.2820, "smiles": "[H]/N=C(\\C)C[Si@@H](N)CC(=O)F.O=C1C=C(O)C(=O)C=C1O.O=C1C=C(O)C(=O)C=C1O", "spin_multiplicity": 1, "homo_ev": -9.66, "species": ["C", "C", "N", "C", "Si", "N", "C", "C", "O", "F", "H", "H", "H", "H", "H", "H", "H", "H", "H", "H", "H", "C", "C", "C", "O", "C", "C", "C", "O", "O", "O", "H", "H", "H", "H", "C", "C", "C", "O", "C", "C", "C", "O", "O", "O", "H", "H", "H", "H"], "coordinates": [[1.60030, -0.55149, 0.98798], [0.57945, -0.21124, -0.08459], [-0.57340, -0.75887, -0.14194], [0.96532, 0.83719, -1.08259], [0.93880, 2.54730, -0.26665], [-0.24698, 2.68308, 0.99624], [2.61198, 2.98424, 0.52098], [3.77513, 2.50503, -0.26414], [4.74194, 1.91482, 0.09158], [3.60764, 2.78710, -1.58624], [1.15960, -0.41526, 1.97804], [2.51167, 0.04837, 0.91568], [1.89668, -1.59644, 0.87649], [-0.69930, -1.40991, 0.63373], [0.24597, 0.86076, -1.90218], [1.96281, 0.61505, -1.47598], [0.61279, 3.56715, -1.28051], [-0.13452, 2.00732, 1.74423], [-1.18460, 2.55796, 0.62767], [2.71236, 2.58722, 1.53181], [2.66407, 4.07782, 0.54775], [-0.92034, -1.73676, -4.60164], [-1.17041, -2.95556, -5.10023], [-0.07579, -3.85034, -5.63517], [-0.41937, -4.94042, -6.05364], [1.28947, -3.36807, -5.61700], [1.53910, -2.14885, -5.11977], [0.44471, -1.25947, -4.57632], [0.79218, -0.17781, -4.13721], [2.74577, -1.60915, -5.05300], [-2.37711, -3.49427, -5.17028], [-1.69518, -1.09620, -4.20555], [2.06557, -4.01114, -6.00660], [2.62848, -0.72664, -4.64893], [-2.25663, -4.38094, -5.56422], [-2.53351, 0.95037, 3.46798], [-2.97397, 1.75666, 4.44576], [-2.76943, 1.43497, 5.90985], [-3.20084, 2.24379, 6.70892], [-2.08859, 0.20639, 6.26466], [-1.65232, -0.59923, 5.28666], [-1.84092, -0.26647, 3.82519], [-1.38239, -1.05760, 3.01879], [-1.01794, -1.74212, 5.49611], [-3.61786, 2.89007, 4.23527], [-2.67791, 1.16789, 2.41900], [-1.95460, -0.02068, 7.31258], [-0.82048, -2.11272, 4.61379], [-3.80739, 3.26712, 5.11765]], "atomic_forces_ev_per_a": [[0.06, 0.06, -0.16], [-0.42, -0.32, -0.03], [0.45, 0.35, -0.02], [0.04, 0.05, 0.30], [-0.03, -0.02, -0.05], [0.09, -0.20, -0.22], [0.04, -0.05, 0.00], [0.31, -0.39, 0.23], [-0.40, 0.21, -0.20], [0.11, 0.12, -0.12], [0.03, -0.09, -0.01], [-0.10, -0.01, 0.01], [-0.04, 0.01, 0.11], [-0.01, 0.02, 0.00], [0.08, -0.10, -0.01], [-0.06, 0.11, -0.10], [0.01, -0.01, -0.03], [-0.03, 0.08, 0.07], [-0.05, 0.12, 0.13], [-0.04, 0.17, 0.01], [-0.07, -0.06, 0.10], [-0.01, 0.12, 0.04], [-0.06, 0.02, 0.03], [0.24, 0.05, -0.01], [-0.07, -0.05, -0.02], [0.00, -0.13, -0.06], [0.07, -0.02, -0.02], [-0.24, -0.05, 0.07], [0.07, 0.07, -0.06], [0.05, -0.06, -0.03], [-0.05, 0.05, 0.04], [-0.01, -0.02, 0.01], [0.02, 0.01, 0.01], [-0.06, 0.03, 0.02], [0.05, -0.02, -0.02], [0.03, -0.05, -0.12], [-0.02, 0.06, -0.06], [0.11, -0.20, 0.10], [-0.04, 0.07, 0.01], [-0.03, 0.07, 0.11], [0.02, -0.04, 0.06], [-0.12, 0.22, -0.14], [0.10, -0.14, 0.05], [0.00, 0.00, 0.07], [0.01, 0.00, -0.08], [-0.02, 0.00, 0.00], [0.01, -0.02, 0.00], [-0.01, 0.02, -0.05], [0.01, -0.03, 0.06]]}


# 3
{"formula": "H42O21", "method": "ωB97M-V/def2-TZVPD", "gap_ev": 9.40, "relative_energy_kcal_mol": 139.6, "lumo_ev": -0.37, "total_energy_ha": -1605.2017, "spin_multiplicity": 1, "homo_ev": -9.78, "species": ["O", "H", "H", "O", "H", "H", "O", "H", "H", "O", "H", "H", "O", "H", "H", "O", "H", "H", "O", "H", "H", "O", "H", "H", "O", "H", "H", "O", "H", "H", "O", "H", "H", "O", "H", "H", "O", "H", "H", "O", "H", "H", "O", "H", "H", "O", "H", "H", "O", "H", "H", "O", "H", "H", "O", "H", "H", "O", "H", "H", "O", "H", "H"], "coordinates": [[0.87941, 2.63552, -1.45376], [1.42610, 1.86559, -1.66044], [0.83872, 2.58543, -0.47700], [0.83487, 0.63494, -5.38718], [0.02394, 1.03244, -5.02791], [0.54692, -0.28304, -5.29540], [-1.69939, -4.44116, -1.78825], [-0.81642, -4.12356, -1.98977], [-1.58868, -4.98147, -1.00484], [-3.32497, -0.48569, 3.03147], [-3.70354, 0.08670, 3.70161], [-2.84578, -1.22213, 3.44442], [-1.08443, 1.41863, -2.63084], [-1.65497, 2.16215, -2.84525], [-0.23693, 1.86394, -2.41022], [-2.95540, 2.55215, -1.19859], [-2.47038, 2.35313, -0.39295], [-3.19048, 1.64712, -1.42086], [-3.55757, -2.40616, -1.98555], [-2.93189, -3.12584, -2.14029], [-3.25778, -1.70160, -2.56694], [1.09034, -1.57656, 0.06792], [0.11536, -1.38882, 0.15351], [1.46080, -0.70221, -0.08470], [3.43309, 2.93976, -0.44131], [3.36475, 2.07446, 0.04266], [4.34817, 3.16207, -0.22607], [3.99480, 0.49587, 0.49634], [4.81354, 0.28312, 0.94743], [3.38709, -0.16077, 0.91854], [3.27044, -1.16829, 2.43983], [2.42121, -0.86126, 2.84240], [2.85254, -1.90969, 1.90428], [-2.39439, 2.24563, 2.27786], [-1.55285, 2.41146, 1.84616], [-3.15456, 2.59857, 1.80655], [2.18223, -1.93892, -3.08306], [2.19713, -2.04981, -2.12939], [2.99819, -2.34385, -3.37812], [-2.43390, -3.29782, 2.82322], [-2.85308, -4.09717, 2.44314], [-1.48458, -3.45018, 2.56750], [1.39225, 3.41232, 3.87987], [1.57276, 2.53130, 4.21436], [0.83172, 3.26773, 3.12878], [0.21572, 2.28358, 1.04441], [0.19920, 1.42106, 1.51103], [0.92681, 2.72522, 1.51791], [2.45052, 0.25752, -1.95858], [2.06288, 0.26379, -2.83478], [3.40986, 0.31924, -2.00146], [1.50143, 0.20146, 3.66704], [0.55295, 0.06467, 3.92892], [1.82237, -0.05405, 4.54083], [-2.35042, -0.90457, 0.57106], [-3.24980, -0.85502, 0.93870], [-2.41196, -1.59307, -0.10510], [-0.88794, 0.02182, 2.61454], [-1.49051, 0.64079, 3.05683], [-1.44720, -0.55331, 2.03850], [-0.80097, -2.40665, -3.29899], [0.14602, -2.22193, -3.20810], [-0.87732, -2.08599, -4.21295]], "atomic_forces_ev_per_a": [[0.27, -0.05, 0.01], [0.65, 0.21, 0.02], [-0.33, 0.12, -0.87], [-0.90, -0.41, 0.42], [0.34, 0.60, 0.09], [0.61, -0.18, -0.25], [0.09, -0.40, 0.27], [0.03, 0.26, -0.36], [-0.15, -0.19, 0.15], [-0.70, -0.34, 0.08], [0.03, -0.16, 0.22], [-0.52, 0.18, 0.08], [0.32, -0.56, -1.20], [-0.09, 0.03, 0.21], [-0.52, 0.06, 0.49], [-0.70, -0.05, 0.63], [0.49, 0.39, 0.11], [-0.18, -0.14, -0.47], [-0.22, 0.33, 0.19], [0.15, -0.15, 0.07], [0.06, 0.03, 0.00], [-1.46, 0.04, 0.30], [1.33, -0.27, -0.12], [0.13, 0.25, -0.41], [0.32, -0.65, 0.83], [0.11, 0.82, -0.71], [-0.13, 0.25, -0.14], [-0.54, -0.87, -0.08], [0.24, 0.14, 0.14], [0.65, 0.63, 0.03], [-1.72, -2.05, -1.11], [0.70, 0.47, 0.03], [1.16, 0.88, 0.69], [-0.55, -0.16, 0.87], [-0.08, 0.47, -0.67], [0.44, 0.18, -0.23], [-0.31, -0.88, -0.49], [-0.11, 0.29, 0.38], [0.12, -0.18, -0.28], [1.35, -1.15, -0.77], [-0.01, 0.73, 0.39], [-1.26, 0.46, 0.47], [0.42, 0.27, 0.48], [0.09, -0.24, -0.05], [-0.63, 0.05, -0.21], [0.02, -0.51, 1.33], [-0.38, -0.19, -0.31], [0.40, 0.38, -0.29], [-0.31, 0.69, 1.12], [0.36, -0.21, -0.46], [-0.13, 0.25, -0.20], [-1.59, -0.02, 2.11], [0.31, 0.18, -1.70], [1.18, 0.16, 0.06], [-0.27, -0.26, -0.30], [0.41, 0.04, 0.09], [-0.19, 0.02, -0.29], [0.99, -0.15, 0.22], [-0.28, -0.35, -0.67], [0.23, 0.79, 0.20], [0.67, 0.52, -0.96], [0.28, -0.09, 0.57], [-0.67, -0.30, 0.26]]}


# 4
{"formula": "C3H5N2", "method": "ωB97M-V/def2-TZVPD", "gap_ev": [7.04, 7.03], "relative_energy_kcal_mol": 172.9, "lumo_ev": [-5.46, -5.46], "charge": 1, "total_energy_ha": -226.3168, "spin_multiplicity": 1, "homo_ev": [-12.50, -12.50], "species": ["C", "C", "C", "N", "N", "H", "H", "H", "H", "H"], "coordinates": [[-2.01256, -0.16515, -0.30688], [0.54759, -0.88017, 0.35253], [0.13913, 0.56914, 0.58871], [-1.15963, 0.45514, 0.23029], [1.08755, 0.17949, -0.47865], [-2.77934, -0.58621, -0.96908], [1.23140, -1.38621, 1.05965], [0.37171, 1.21539, 1.41114], [2.06103, 0.58288, -0.47243], [0.51311, 0.01572, -1.41527]], "atomic_forces_ev_per_a": [[2.33, 3.14, 1.48], [1.39, -2.19, 2.01], [1.40, -1.82, 1.08], [-6.16, -2.06, -3.39], [-1.30, 0.24, -2.94], [0.30, 0.18, 0.69], [0.07, 0.98, -0.31], [0.44, 0.44, -0.14], [-1.13, -0.31, -0.28], [2.66, 1.39, 1.79]]}


# 5
{"formula": "C4H6OSm", "method": "ωB97M-V/def2-TZVPD", "gap_ev": [6.02, 6.10], "relative_energy_kcal_mol": 5.6, "lumo_ev": [-1.28, -1.22], "total_energy_ha": -889.0725, "spin_multiplicity": 7, "homo_ev": [-7.30, -7.32], "species": ["O", "C", "C", "H", "H", "H", "Sm", "C", "C", "H", "H", "H"], "coordinates": [[-2.40945, 0.09502, -0.17296], [-2.23958, 0.85558, 0.87921], [-1.32722, 0.69633, 1.87152], [-2.90623, 1.73636, 0.93849], [-0.70925, -0.20521, 1.92473], [-1.22371, 1.46273, 2.64107], [-1.02635, -1.33843, -1.49940], [1.43904, -0.49023, -1.03757], [2.59028, -0.84423, -1.64102], [1.61214, 0.10398, -0.11871], [2.61218, -1.51396, -2.51245], [3.58817, -0.55795, -1.27291]], "atomic_forces_ev_per_a": [[0.62, -1.43, -1.18], [0.62, 0.63, 0.92], [-0.56, -0.01, -0.40], [0.24, -0.24, -0.10], [-0.01, 0.36, -0.05], [-0.10, -0.38, -0.17], [0.07, 1.52, 1.21], [-0.24, -0.49, 0.03], [-0.18, -0.23, 0.18], [-0.14, -0.02, -0.39], [0.01, 0.30, 0.12], [-0.33, -0.03, -0.16]]}


# 6
{"formula": "C8H11NOP", "method": "ωB97M-V/def2-TZVPD", "gap_ev": 9.16, "relative_energy_kcal_mol": 114.1, "lumo_ev": -3.06, "charge": 1, "total_energy_ha": -782.3852, "smiles": "C=C[C@@H]1[C@@H]2C=C([NH+]3CC3)OP12", "spin_multiplicity": 1, "homo_ev": -12.21, "species": ["C", "C", "C", "C", "C", "C", "C", "C", "N", "O", "P", "H", "H", "H", "H", "H", "H", "H", "H", "H", "H", "H"], "coordinates": [[2.28141, -0.23240, 0.03781], [1.79769, -0.39850, -1.40582], [1.46284, 0.53765, 1.06282], [0.37377, -0.06819, -1.56483], [0.86067, 1.69575, 0.92805], [-2.00092, -0.60504, 0.98259], [-2.29817, 0.46617, 0.00117], [-0.34124, -0.91836, -0.73576], [-1.74967, -0.72899, -0.40917], [0.19640, -1.88044, -0.13844], [1.95034, -1.96252, -0.44878], [3.38131, 0.04216, 0.16356], [2.58492, -0.09207, -2.05698], [1.37460, 0.06852, 2.05735], [0.02258, 0.80164, -2.00841], [0.25895, 1.99772, 1.67108], [0.98952, 2.38695, -0.01403], [-1.16553, -0.55996, 1.60554], [-2.87179, -1.02958, 1.46384], [-3.27729, 0.61776, -0.11267], [-1.48687, 1.28075, -0.20061], [-2.34352, -1.41903, -0.87831]], "atomic_forces_ev_per_a": [[0.97, 1.30, 0.96], [0.64, 0.88, 0.81], [0.61, -1.70, 0.44], [-0.89, -3.19, 2.34], [2.04, 0.79, -4.57], [-1.42, 1.29, 1.74], [4.91, 3.94, 1.33], [-0.04, 5.30, -4.19], [0.37, -5.10, -2.21], [2.01, -3.31, 1.73], [-0.52, -0.02, 0.57], [-1.38, -0.75, -0.49], [-0.10, -0.07, -1.03], [-0.03, -0.05, -0.52], [-0.72, 1.18, -0.92], [-1.83, 1.60, 2.66], [-0.44, -1.55, 1.84], [1.36, 0.12, 0.57], [0.01, -0.55, -0.57], [-3.51, 0.82, -1.18], [-2.13, -1.10, 0.83], [0.08, 0.20, -0.14]]}